Entry 1:
The following is a quantum chemistry calculation of a cluster of 2 separate species, C2H8OS2 in total at a distorted geometry, from OMol25.

For the energy above the lowest of the compared OMol25 structures with the same formula, charge and spin, the calculation gives 52.83 kJ/mol. The value obtained for the gap between HOMO and LUMO is 9.44 eV. Its largest force on an atom is 0.05364 hartree/bohr. The total energy is -952.5934 a.u. The value obtained for the LUMO energy is 0.49 eV.

```
13
C2H8OS2, DFT ωB97M-V/def2-TZVPD
C 1.414 0.942 -1.122
S 0.310 2.163 -0.538
S -1.423 1.083 -0.205
C -1.157 0.728 1.609
H 2.442 1.314 -1.247
H 1.637 0.149 -0.381
H 1.097 0.400 -2.006
H -1.030 1.573 2.282
H -2.050 0.205 1.969
H -0.305 0.066 1.558
H -0.236 -2.444 -0.039
H -0.775 -3.136 -1.145
O 0.078 -3.043 -0.735
```

***

Entry 2:
The following is a quantum chemistry calculation of a cluster of 4 separate species, C3H15N2O3 in total at a distorted geometry, from OMol25.

Its total charge is +2. For the energy above the lowest of the compared OMol25 structures with the same formula, charge and spin, the calculation gives 32.83 kJ/mol. The value obtained for the gap between HOMO and LUMO (alpha / beta) is 10.31 / 6.11 eV. Its largest force on an atom is 0.04151 hartree/bohr. The total energy is -457.8315 a.u. Its spin multiplicity is 2. The value obtained for the LUMO energy (alpha / beta) is -8.69 / -12.89 eV.

```
23
C3H15N2O3, DFT ωB97M-V/def2-TZVPD
C -1.729 -1.591 -1.298
C -1.656 -1.636 0.231
N -0.581 -0.816 0.714
C 0.116 -1.055 1.846
N 1.145 -0.285 2.056
H -1.704 -0.607 -1.750
H -1.072 -2.288 -1.814
H -2.744 -1.892 -1.541
H -2.640 -1.367 0.632
H -1.392 -2.652 0.547
H -0.542 0.241 0.386
H -0.143 -1.848 2.551
H 1.504 0.336 1.304
H 1.576 -0.359 2.977
H 0.063 1.781 -0.812
H -0.415 2.263 0.639
O 0.028 1.544 0.171
H 0.799 2.909 -2.474
H -0.463 2.206 -2.951
O -0.121 2.744 -2.226
H 3.577 0.157 -0.141
H 3.400 1.543 0.519
O 2.995 0.674 0.435
```

***

Entry 3:
The following is a quantum chemistry calculation of a structure of composition C52H38N8SV at a distorted geometry, from OMol25.

For the energy above the lowest of the compared OMol25 structures with the same formula, charge and spin, the calculation gives 0.00 kJ/mol. The value obtained for the gap between HOMO and LUMO (alpha / beta) is 4.19 / 5.11 eV. Its largest force on an atom is 0.03577 hartree/bohr. The total energy is -3784.6878 a.u. Its spin multiplicity is 4. The value obtained for the LUMO energy (alpha / beta) is -1.01 / -1.17 eV.

```
100
C52H38N8SV, DFT ωB97M-V/def2-TZVPD
V -0.138 -0.143 0.111
C 7.511 -1.460 0.591
C 6.657 -2.298 -0.111
C 5.302 -2.010 -0.183
C 4.787 -0.886 0.456
C 5.648 -0.054 1.166
C 7.004 -0.337 1.229
C 3.336 -0.563 0.380
C 2.840 -0.085 -0.822
C 3.638 0.200 -1.971
C 2.806 0.737 -2.904
C 1.500 0.808 -2.307
C 0.416 1.585 -2.794
C 0.104 1.690 -4.207
C 0.752 0.878 -5.169
C 0.406 0.907 -6.506
C -0.623 1.722 -6.962
C -1.306 2.499 -6.038
C -0.959 2.484 -4.697
C -0.325 2.291 -1.776
N -0.632 1.785 -0.551
C -1.387 2.756 0.086
C -2.216 2.515 1.182
C -3.163 3.582 1.605
C -4.427 3.667 1.028
C -5.304 4.671 1.408
C -4.928 5.600 2.369
C -3.674 5.512 2.955
C -2.795 4.508 2.576
C -2.238 1.301 1.835
C -3.130 0.955 2.902
C -2.711 -0.234 3.402
C -1.507 -0.574 2.689
N -1.304 0.303 1.656
C -0.496 -1.355 3.234
C 0.832 -1.187 2.804
C 1.979 -1.736 3.459
C 3.052 -1.463 2.667
C 2.556 -0.781 1.515
N 1.197 -0.570 1.632
C -0.828 -2.322 4.309
C -0.334 -2.206 5.607
C -0.648 -3.156 6.567
C -1.462 -4.233 6.246
C -1.971 -4.351 4.961
C -1.660 -3.399 4.001
C -1.435 3.929 -0.709
C -0.784 3.635 -1.878
N 1.527 0.276 -1.058
H 8.570 -1.680 0.640
H 7.050 -3.176 -0.608
H 4.630 -2.657 -0.734
H 5.245 0.823 1.657
H 7.666 0.323 1.775
H 4.703 0.050 -2.035
H 3.082 1.144 -3.862
H 1.521 0.192 -4.848
H 0.933 0.266 -7.203
H -0.894 1.740 -8.009
H -2.129 3.122 -6.366
H -1.517 3.106 -4.013
H -4.717 2.929 0.290
H -6.286 4.730 0.955
H -5.609 6.389 2.661
H -3.376 6.227 3.712
H -1.814 4.438 3.029
H -3.961 1.560 3.226
H -3.113 -0.788 4.234
H 1.972 -2.271 4.393
H 4.085 -1.723 2.828
H 0.283 -1.354 5.865
H -0.261 -3.055 7.573
H -1.704 -4.975 6.996
H -2.611 -5.186 4.705
H -2.058 -3.484 2.996
H -1.914 4.854 -0.429
H -0.580 4.307 -2.695
C -1.010 -1.934 -3.706
C -0.627 -1.599 -2.302
N -1.210 -0.653 -1.637
N -2.145 0.033 -2.355
C -3.347 0.428 -1.862
N -3.972 1.337 -2.646
S -4.059 -0.267 -0.544
C 0.270 -2.426 -1.527
C 1.057 -3.439 -2.071
C 1.676 -4.346 -1.237
C 1.428 -4.256 0.125
C 0.710 -3.172 0.594
N 0.209 -2.218 -0.190
H -2.098 -1.929 -3.790
H -0.649 -2.920 -3.987
H -0.616 -1.206 -4.416
H -1.849 0.395 -3.254
H -3.447 1.894 -3.302
H -4.845 1.702 -2.312
H 1.196 -3.490 -3.141
H 2.324 -5.116 -1.633
H 1.806 -4.993 0.818
H 0.542 -3.071 1.655
```

***

Entry 4:
The following is a quantum chemistry calculation of a structure of composition C5H8O2, from OMol25.

For the energy above the lowest of the compared OMol25 structures with the same formula, charge and spin, the calculation gives 15.25 kJ/mol. The value obtained for the gap between HOMO and LUMO is 11.16 eV. Its largest force on an atom is 0.01087 hartree/bohr. The total energy is -345.7991 a.u. The value obtained for the LUMO energy is 0.73 eV.

```
15
C5H8O2, DFT ωB97M-V/def2-TZVPD
C -1.012 1.170 -0.574
C -0.139 0.116 0.073
C -0.912 -0.963 0.809
C 1.050 -0.405 -0.754
C 1.864 0.073 0.435
O 2.983 -0.023 0.837
O 0.816 0.708 1.032
H -0.401 1.971 -1.000
H -1.602 0.721 -1.380
H -1.705 1.609 0.150
H -1.582 -1.510 0.142
H -0.215 -1.672 1.262
H -1.499 -0.517 1.613
H 1.092 -1.468 -0.998
H 1.263 0.193 -1.645
```